No. 1
{"formula": "C4H5ClN2O4", "method": "the ωB97M-V functional and the def2-TZVPD basis", "homo_lumo_gap_ha": 0.3746, "de_lowest_ev": 1.5543, "e_tot_ha": -1025.84962, "symbols": ["H", "H", "Cl", "O", "H", "O", "C", "O", "N", "H", "C", "C", "H", "O", "N", "C"], "positions_angstrom": [[2.300, -0.741, -1.834], [2.223, -0.991, 0.134], [-4.014, -0.516, -0.457], [1.134, 3.089, 0.283], [1.177, -1.828, -0.872], [-1.655, 0.017, -0.249], [1.699, -0.977, -0.834], [0.856, 1.286, -1.096], [0.723, 1.962, 0.238], [-0.299, -1.107, 0.836], [0.260, 1.211, 1.174], [-2.522, -0.796, 0.251], [0.180, 1.322, 2.162], [-2.271, -1.689, 0.958], [0.571, -0.096, -0.911], [-0.363, -0.148, 0.216]]}

=====

No. 2
{"formula": "C18H32N2O8V", "method": "the ωB97M-V functional and the def2-TZVPD basis", "homo_lumo_gap_ha": [0.3013, 0.2008], "e_tot_ha": -2360.15588, "spin_multiplicity": 5, "total_charge": 1, "s_squared": 6.06, "symbols": ["H", "C", "C", "N", "H", "H", "H", "C", "O", "H", "N", "O", "C", "H", "C", "O", "H", "H", "H", "H", "H", "H", "C", "C", "C", "H", "H", "O", "C", "H", "C", "C", "H", "H", "H", "C", "C", "H", "C", "H", "C", "H", "H", "H", "H", "H", "V", "H", "H", "O", "H", "H", "C", "H", "H", "C", "O", "H", "O", "C", "O"], "positions_angstrom": [[3.263, 1.882, -0.845], [2.440, 1.369, -0.348], [1.377, 2.433, -0.033], [-0.103, -0.728, 1.692], [-3.589, -2.729, -1.184], [-0.558, -0.164, 2.395], [-0.014, -3.739, -2.308], [-1.920, 2.580, -4.821], [-1.952, 1.332, -0.801], [-0.729, -3.859, -0.699], [1.849, 0.268, -1.126], [-0.708, -0.206, -2.939], [-0.115, 2.812, 1.842], [0.852, 1.711, 5.862], [1.343, -0.838, 2.189], [1.005, 0.518, 4.123], [3.608, -0.545, -1.861], [0.344, 0.124, 6.082], [0.879, 2.648, -0.979], [1.772, -1.743, 1.758], [-3.811, -0.950, -0.991], [0.729, 3.313, 2.317], [2.798, -0.860, -1.204], [-3.106, -1.752, -1.212], [-1.328, 1.311, -4.478], [1.827, -1.863, -2.851], [3.190, -1.232, -0.257], [-3.184, 4.468, -4.058], [-0.857, -2.012, 1.735], [-2.933, 3.538, -1.523], [1.427, -0.793, 3.711], [-1.330, 0.901, -3.153], [-1.131, -2.167, 2.778], [2.906, 1.035, 0.579], [0.852, -4.482, -0.985], [-1.967, 1.722, -2.028], [2.028, -2.107, -1.808], [-2.547, -3.004, 1.165], [-2.637, 3.441, -3.658], [-0.677, 2.262, 2.597], [-2.146, -2.000, 1.031], [1.963, -0.006, 1.855], [-2.847, -1.622, -2.262], [-2.693, -1.152, 1.444], [-0.174, -2.792, 1.399], [2.710, -2.956, -1.756], [-0.183, -0.382, -0.531], [1.975, 3.226, 0.416], [-0.730, 0.645, -5.083], [-1.895, -1.773, -0.406], [0.755, -1.579, 4.054], [2.080, 0.675, -2.021], [-2.577, 2.924, -2.337], [2.435, -1.065, 4.026], [-0.683, 3.662, 1.462], [1.095, 0.698, 5.540], [0.870, -2.288, -0.988], [2.138, 0.576, 5.833], [0.416, 1.906, 0.839], [0.194, -3.652, -1.241], [-1.999, 3.061, -5.950]]}

=====

No. 3
{"formula": "C16H16N2O5", "method": "the ωB97M-V functional and the def2-TZVPD basis", "homo_lumo_gap_ha": 0.2925, "de_lowest_ev": 6.1364, "e_tot_ha": -1104.85050, "symbols": ["N", "H", "C", "C", "H", "O", "C", "H", "H", "H", "H", "C", "C", "C", "N", "C", "C", "H", "C", "O", "C", "H", "O", "H", "O", "C", "C", "O", "H", "H", "C", "C", "H", "C", "H", "H", "C", "H", "H"], "positions_angstrom": [[-5.727, 0.585, 1.106], [0.416, 4.483, -1.246], [0.097, 3.447, -1.301], [1.562, 0.193, -0.509], [1.402, 2.756, 0.279], [-5.718, 1.798, 1.111], [1.795, -2.205, -0.290], [-1.418, -2.745, -1.751], [-0.130, 3.197, -2.334], [-3.543, 1.732, 0.155], [6.808, 1.526, 1.984], [1.054, -1.111, -0.708], [-3.410, -2.123, 0.099], [-3.486, 0.655, 0.132], [5.331, 0.570, 1.314], [2.798, 0.353, 0.087], [-2.370, 0.002, -0.354], [-3.373, -3.202, 0.083], [-1.112, -2.112, -0.907], [6.578, 0.588, 1.927], [3.540, -0.756, 0.507], [2.123, 2.689, -1.353], [-0.136, -1.210, -1.374], [-5.380, -2.032, 0.956], [0.754, 1.203, -0.923], [-4.529, -1.481, 0.586], [-4.561, -0.091, 0.600], [-6.650, -0.098, 1.498], [-1.524, 0.559, -0.726], [1.417, -3.203, -0.457], [-2.325, -1.387, -0.373], [4.834, -0.585, 1.135], [5.363, -1.486, 1.446], [1.199, 2.538, -0.778], [-0.713, -2.765, -0.121], [3.591, -2.896, 0.633], [3.026, -2.033, 0.317], [-0.805, 3.322, -0.707], [3.222, 1.328, 0.257]]}

=====

No. 4
{"formula": "C4H32N2O10", "method": "the ωB97M-V functional and the def2-TZVPD basis", "homo_lumo_gap_ha": 0.4155, "de_lowest_ev": 2.1055, "e_tot_ha": -1032.93207, "total_charge": 2, "symbols": ["H", "H", "H", "H", "H", "O", "C", "H", "H", "H", "H", "H", "H", "O", "H", "O", "H", "H", "H", "C", "H", "H", "O", "C", "H", "H", "H", "H", "H", "O", "H", "O", "H", "H", "O", "C", "H", "H", "O", "H", "O", "N", "H", "O", "H", "N", "H", "H"], "positions_angstrom": [[0.451, 2.381, -2.409], [4.000, -1.700, -0.228], [4.175, 0.807, 3.245], [-0.933, 0.253, -0.335], [-0.970, 0.430, -3.979], [0.450, 3.086, -1.818], [1.090, -1.027, 2.103], [1.155, 0.602, 0.880], [-2.115, -4.671, 0.599], [-2.448, 0.767, 0.172], [2.076, -0.725, 0.384], [0.986, -0.423, 3.113], [-2.388, -0.745, 3.494], [-1.024, -2.388, -1.975], [-2.326, 3.943, 0.991], [-1.381, -4.123, 0.534], [-1.890, 1.701, -2.457], [-0.811, -2.094, 2.440], [-0.933, 1.517, 0.541], [-1.338, -0.224, 1.691], [4.372, 1.914, 2.125], [-2.494, 3.352, -0.361], [-2.063, 3.140, 0.516], [-0.325, -1.370, 1.730], [-3.358, 0.477, 2.206], [2.683, 0.382, 1.540], [0.681, 3.009, 0.103], [3.454, -2.318, -1.467], [0.525, -2.298, -2.532], [3.782, 1.272, 2.476], [-0.529, -4.687, 0.709], [-0.472, 0.762, -3.205], [-0.094, 3.051, 1.515], [1.691, -1.919, 2.291], [-2.831, 1.634, -2.135], [-2.390, -0.107, 2.523], [-0.219, -1.975, 0.768], [0.368, 0.216, -3.213], [3.194, -1.934, -0.606], [-3.376, 1.860, -2.912], [1.243, -1.726, -2.754], [1.889, -0.084, 1.119], [0.654, 3.983, -2.022], [0.615, 2.570, 1.077], [1.574, -1.970, -3.579], [-1.414, 0.626, 0.449], [-1.970, -2.053, -1.919], [-1.018, -3.174, -1.429]]}

=====

No. 5
{"formula": "C16H32CoGeO2PS2Si", "method": "the ωB97M-V functional and the def2-TZVPD basis", "homo_lumo_gap_ha": [0.1736, 0.1856], "de_lowest_ev": 0.4667, "e_tot_ha": -5666.31008, "spin_multiplicity": 3, "total_charge": -2, "s_squared": 2.05, "symbols": ["C", "H", "C", "H", "H", "H", "H", "C", "H", "H", "C", "O", "H", "H", "C", "P", "H", "O", "C", "H", "C", "Co", "H", "S", "H", "H", "C", "H", "H", "H", "H", "C", "C", "H", "C", "H", "H", "Si", "C", "S", "H", "H", "C", "C", "H", "H", "H", "H", "Ge", "H", "H", "H", "H", "C", "H", "C"], "positions_angstrom": [[-0.258, -2.156, 3.513], [4.978, 0.603, -1.072], [3.230, -0.324, -0.223], [1.689, -1.265, 3.506], [1.345, -2.241, 4.956], [-0.752, -1.332, 4.030], [3.313, -3.373, 1.329], [3.041, 2.629, -0.487], [6.540, -1.186, -0.452], [-0.924, 1.933, -3.930], [4.596, -0.264, -0.537], [-0.400, -2.036, 2.105], [1.715, -3.034, 3.406], [-4.504, 1.766, -0.447], [-1.254, 2.795, -0.582], [-1.112, -0.715, 1.423], [-4.132, 3.491, -3.621], [-2.662, -0.814, 1.981], [5.490, -1.276, -0.193], [1.639, -0.044, -2.975], [-1.691, 1.340, -3.423], [-0.193, 1.129, 0.241], [4.004, 2.554, -1.012], [-0.473, 0.855, 2.551], [-3.585, -1.726, 0.370], [-0.748, -3.090, 3.808], [5.034, -2.404, 0.483], [-3.346, -3.162, 3.059], [-2.423, -3.525, 1.586], [-2.681, 4.498, -3.392], [-3.592, 0.319, -0.917], [-3.374, -3.146, 1.966], [-3.998, 1.266, -1.279], [-0.521, 3.491, -1.012], [2.077, 0.900, -2.627], [2.502, 3.493, -0.902], [1.522, 1.716, -3.110], [1.934, 1.062, -0.709], [1.215, -2.179, 3.869], [-1.144, -1.280, -0.496], [1.752, -1.569, 0.721], [5.722, -3.198, 0.756], [-3.610, -1.735, 1.457], [3.684, -2.499, 0.804], [-4.730, 1.065, -2.070], [3.123, 0.943, -2.966], [-1.212, 0.448, -3.009], [-2.448, 1.041, -4.156], [-2.501, 2.354, -1.948], [-4.585, -1.366, 1.783], [-3.956, 4.493, -2.159], [3.239, 2.844, 0.571], [-1.786, 3.324, 0.221], [-3.416, 3.868, -2.878], [-4.181, -3.804, 1.625], [2.804, -1.474, 0.459]]}

=====

No. 6
{"formula": "C23H50O23", "method": "the ωB97M-V functional and the def2-TZVPD basis", "homo_lumo_gap_ha": 0.4000, "de_lowest_ev": 0.1350, "e_tot_ha": -2636.83418, "symbols": ["H", "H", "O", "H", "C", "C", "H", "C", "H", "O", "H", "C", "C", "C", "H", "H", "C", "H", "C", "H", "H", "H", "H", "H", "O", "H", "C", "H", "O", "H", "O", "O", "H", "C", "O", "H", "H", "H", "H", "H", "O", "C", "O", "H", "C", "H", "C", "H", "O", "H", "O", "C", "C", "H", "O", "H", "H", "H", "H", "O", "H", "H", "H", "H", "O", "C", "C", "C", "O", "O", "C", "H", "C", "H", "O", "H", "H", "H", "O", "H", "O", "H", "O", "O", "H", "H", "H", "H", "C", "O", "C", "O", "H", "H", "H", "C"], "positions_angstrom": [[-3.198, -1.334, 0.105], [5.431, 4.371, -3.887], [0.003, 6.472, -0.430], [0.955, -4.147, -6.287], [1.522, -2.540, 1.931], [0.346, 4.421, 1.190], [1.833, -2.900, 0.946], [-1.130, -4.257, -0.040], [-0.041, -0.637, 0.148], [-0.821, 1.276, 6.166], [-1.889, -6.679, -0.297], [-3.697, -1.060, -2.849], [-1.022, -6.578, 0.386], [2.666, 1.483, -0.775], [3.579, -4.773, 6.412], [0.647, -4.268, -4.559], [0.582, 3.849, -2.756], [-0.696, 4.507, 1.482], [-3.300, 2.747, 1.816], [-0.551, -3.176, -2.143], [0.269, 3.079, -2.055], [-4.737, -1.520, -0.740], [0.226, 3.801, -3.808], [-1.581, -0.472, 5.285], [-0.942, 3.300, 5.620], [-0.427, -0.620, 6.672], [-3.916, -0.823, -0.554], [2.108, -3.544, -5.016], [-1.215, -3.088, 0.151], [1.657, 3.875, -2.808], [1.079, -2.083, -3.234], [0.165, -0.512, -4.430], [-1.511, -4.296, -3.180], [3.028, -3.895, 6.067], [2.501, -3.173, 2.728], [-3.268, 2.931, 2.879], [0.500, -2.824, 2.167], [-1.000, -7.277, 1.209], [-0.900, -0.521, 1.683], [-0.448, 0.110, -2.548], [-3.311, -0.400, -1.740], [-0.404, 0.071, 0.893], [3.269, -3.813, 4.674], [0.142, -0.214, 5.070], [2.310, -3.155, 4.050], [-0.233, 1.276, -3.893], [-0.997, 2.041, 5.136], [6.825, 3.165, -3.806], [0.487, 4.265, -0.172], [-1.784, 4.316, 4.092], [3.377, 1.608, -1.966], [0.230, 0.409, -3.369], [4.309, 2.591, -1.986], [0.802, 3.531, 1.664], [0.449, -2.403, -5.364], [-3.051, 1.747, 1.576], [-0.115, -6.697, -0.191], [1.210, 0.621, -2.980], [0.833, 5.309, 1.536], [4.451, 3.415, -1.132], [1.916, 0.695, -0.793], [3.326, 1.349, 0.063], [3.506, -3.037, 6.589], [-0.068, 4.225, 4.013], [0.758, 0.704, 1.407], [-0.672, -0.084, 5.746], [1.059, -3.649, -5.315], [0.650, -1.733, -4.251], [-3.098, -0.468, -3.868], [5.005, 2.554, -3.147], [-3.367, -1.031, -5.143], [1.568, -1.435, 1.999], [-0.905, 4.328, 4.709], [1.987, -3.981, 6.287], [1.404, -2.608, 4.586], [-4.305, 0.026, 0.000], [-2.613, -0.589, -5.802], [2.212, 2.457, -0.632], [-4.398, -1.999, -2.979], [-4.381, -0.755, -5.483], [-1.262, -4.791, -1.273], [-0.816, 5.314, 5.195], [-4.563, 3.051, 1.241], [-0.961, -5.271, 0.913], [-2.473, 3.341, 1.378], [6.217, 4.004, -2.313], [-3.297, -2.085, -5.050], [-2.377, -3.287, -2.107], [5.900, 3.568, -3.310], [0.120, 5.094, -2.206], [-1.439, -3.801, -2.215], [-1.106, 1.746, 3.989], [0.508, 1.140, 2.235], [-1.150, 0.773, 0.544], [-4.665, 3.992, 1.142], [0.171, 5.338, -0.885]]}

=====

No. 7
{"formula": "C4H15N3O", "method": "the ωB97M-V functional and the def2-TZVPD basis", "homo_lumo_gap_ha": [0.3500, 0.2148], "de_lowest_ev": 5.4274, "e_tot_ha": -400.39664, "spin_multiplicity": 2, "total_charge": 1, "s_squared": 1.73, "symbols": ["C", "C", "H", "N", "C", "H", "C", "H", "O", "H", "N", "H", "H", "H", "H", "H", "H", "H", "H", "N", "H", "H", "H"], "positions_angstrom": [[1.165, -1.169, 1.867], [-0.776, 1.425, -0.928], [1.250, 1.872, -1.404], [-1.158, 0.618, -2.101], [-1.626, 0.896, 0.235], [-1.076, -2.517, -1.414], [0.706, 1.365, -0.600], [-0.696, 0.901, -2.944], [-0.658, -1.805, -0.953], [1.787, 1.470, 1.014], [1.002, 2.000, 0.703], [1.013, 0.290, -0.585], [-2.718, 1.198, 0.089], [0.259, -2.263, 0.346], [-1.048, 2.505, -1.121], [0.213, -0.843, 2.334], [-1.565, -0.156, 0.254], [1.428, -0.311, 1.220], [-1.221, 1.313, 1.176], [0.947, -2.414, 1.143], [1.929, -1.226, 2.694], [-1.002, -0.420, -1.811], [1.845, -2.729, 0.784]]}

=====

No. 8
{"formula": "C24H36Br3F3NO2S", "method": "the ωB97M-V functional and the def2-TZVPD basis", "homo_lumo_gap_ha": 0.2907, "e_tot_ha": -9560.83349, "total_charge": 1, "symbols": ["H", "F", "C", "O", "H", "O", "C", "C", "H", "Br", "H", "H", "H", "C", "H", "C", "H", "H", "H", "C", "S", "H", "Br", "H", "H", "H", "C", "H", "H", "Br", "H", "H", "C", "H", "H", "H", "F", "C", "H", "H", "C", "H", "H", "F", "H", "C", "C", "C", "H", "C", "C", "C", "H", "C", "H", "C", "H", "H", "C", "N", "H", "C", "C", "H", "C", "C", "C", "H", "H", "H"], "positions_angstrom": [[-1.580, -1.333, 2.330], [5.095, 3.475, -4.158], [2.572, -2.823, -0.456], [0.609, 4.469, 2.990], [-4.648, -4.350, -2.458], [0.556, 2.782, 1.436], [-4.859, -4.233, -1.355], [1.006, -2.820, -0.796], [0.582, -3.611, -0.138], [-4.119, 1.065, -0.647], [0.243, 4.455, 0.182], [-2.935, -2.571, 2.376], [-5.612, -3.431, -1.144], [-2.661, 1.527, 1.917], [-1.308, -3.438, 0.226], [1.829, 1.899, -3.355], [-1.223, 2.153, 3.446], [3.186, -2.320, -1.245], [-2.651, -4.550, -0.967], [-1.524, 1.176, 2.959], [3.621, -3.658, 1.985], [2.585, 1.841, 2.942], [4.222, 0.147, -3.333], [-0.715, 3.241, -1.481], [1.296, 3.105, -1.545], [2.859, -3.912, -0.470], [-1.050, 2.769, -0.525], [-3.697, -4.497, 0.499], [1.851, -1.981, 1.494], [5.372, 2.581, -1.635], [-1.983, 0.565, 3.780], [-0.597, 0.730, 2.520], [1.121, -0.422, -1.204], [-2.660, 2.588, 1.563], [3.527, -1.399, 0.968], [-1.144, -3.057, 2.545], [3.447, 4.191, -2.869], [-0.622, 1.275, -0.525], [-3.640, 1.402, 2.471], [-1.128, 4.059, 1.289], [1.606, 2.064, -1.796], [-3.174, -1.990, -1.287], [2.193, 2.945, 4.341], [3.460, 1.981, -5.177], [1.281, 1.029, -3.809], [2.828, -2.273, 1.014], [-1.883, -2.383, 2.043], [-0.864, -1.240, -0.100], [0.929, -3.120, -1.884], [-1.743, -2.431, 0.440], [4.205, 3.074, -3.164], [-0.322, 3.601, 0.645], [1.395, 2.821, -3.849], [2.380, 2.905, 3.229], [4.636, -3.118, 2.735], [1.087, 3.466, 2.515], [3.261, 3.579, 3.047], [-5.312, -5.219, -1.035], [-1.411, 0.141, 0.029], [0.381, -1.482, -0.680], [-2.142, 2.948, -0.395], [0.675, 0.962, -1.173], [-3.538, -4.026, -0.518], [2.612, 1.909, -1.300], [-2.770, 0.476, 0.711], [3.338, 1.873, -3.784], [-3.180, -2.483, -0.281], [-3.997, -2.104, 0.395], [2.109, -0.583, -1.714], [-3.264, -0.412, 1.192]]}

=====

No. 9
{"formula": "C3H4ClNO2S", "method": "the ωB97M-V functional and the def2-TZVPD basis", "homo_lumo_gap_ha": 0.3780, "de_lowest_ev": 1.4154, "e_tot_ha": -1180.23704, "symbols": ["S", "Cl", "C", "O", "H", "H", "C", "N", "H", "O", "H", "C"], "positions_angstrom": [[0.727, 0.598, 0.634], [-1.205, -1.811, 1.355], [-1.730, 0.205, -0.556], [0.552, 1.985, 0.479], [2.059, -0.107, -1.668], [-1.474, 0.728, 1.469], [1.300, -0.312, -0.890], [-2.208, 0.279, -1.598], [0.285, -0.374, -1.257], [1.313, 0.015, 1.761], [1.505, -1.296, -0.433], [-1.124, 0.089, 0.704]]}